# 1
10
Properties=species:S:1:pos:R:3:forces:R:3:mulliken_spin:R:1 method="wB97M-V/def2-TZVPD" spin_multiplicity=5 total_charge=+3 e_lumo_ev="-15.32 / -17.76"
H -2.436 1.707 -0.205 0.06 0.34 -0.45 0.00
O 1.080 0.562 0.103 -1.11 -2.92 0.93 0.20
C 0.116 -0.311 0.222 -0.43 5.51 -3.18 0.33
C 0.089 -1.615 -0.054 0.86 -3.89 2.47 0.42
C -1.362 1.470 -0.204 0.29 0.40 0.52 0.14
O -1.224 0.224 -0.001 0.70 -0.91 1.46 0.01
Co 0.543 2.326 -0.209 -1.21 2.68 -0.34 2.84
Li 2.834 -0.092 0.088 1.50 -0.38 0.12 0.00
H 1.001 -2.138 -0.336 -0.32 -0.34 -0.42 0.04
H -0.641 -2.134 0.597 -0.33 -0.50 -1.10 0.03

---

# 2
9
Properties=species:S:1:pos:R:3:forces:R:3:nbo_charge:R:1 method="wB97M-V/def2-TZVPD" smiles=CO[SiH](Cl)Cl e_lumo_ev=0.72
C -1.134 0.069 -0.931 -0.19 1.28 -0.51 -0.24
O -0.554 0.403 0.330 -0.48 -0.15 0.74 -0.91
Si 0.864 0.007 0.992 0.64 1.85 0.36 1.54
Cl 2.480 0.776 -0.127 -0.78 -0.29 0.36 -0.41
Cl 1.152 -1.947 1.115 0.09 -1.42 -0.06 -0.37
H -1.221 1.059 -1.458 0.19 -1.14 0.07 0.19
H -2.193 -0.336 -0.899 1.48 0.11 0.52 0.20
H -0.406 -0.587 -1.413 -0.64 -0.09 -0.56 0.18
H 1.010 0.558 2.391 -0.32 -0.15 -0.92 -0.18

---

# 3
32
Properties=species:S:1:pos:R:3:forces:R:3:nbo_charge:R:1 method="wB97M-V/def2-TZVPD" total_charge=+1 e_lumo_ev=-2.91
C 0.175 1.685 1.028 3.38 -0.87 -0.67 -0.20
C 0.441 0.468 0.626 -0.48 1.00 -0.85 0.09
C 0.101 -3.039 -3.723 -0.12 0.84 -0.54 -0.63
C -0.756 -1.670 5.397 0.45 0.39 0.23 -0.38
C 0.051 4.549 1.801 -0.18 1.18 1.61 -0.26
C 1.265 2.623 1.538 0.21 -1.27 -0.15 -0.09
C -0.508 -1.636 -3.432 -2.65 -3.06 1.91 -0.43
C -0.611 -1.321 -1.937 -0.30 -2.12 0.74 -0.21
C 0.724 -0.661 0.027 0.50 0.18 4.03 -0.20
C -0.248 -1.448 4.194 -0.07 -0.74 0.92 -0.11
N 0.710 -0.811 -1.363 -2.94 2.19 -1.74 -0.50
O 1.233 3.979 1.363 -0.03 -0.87 -1.08 -0.48
Cl -1.194 -2.036 2.865 0.42 0.47 -0.58 0.02
Cl 1.386 -0.873 3.938 -0.84 -0.23 -0.25 0.03
H -0.364 -3.610 -4.529 -0.25 0.41 -0.02 0.25
H 1.146 -2.924 -4.042 -0.11 -0.25 0.47 0.22
H -0.026 -3.640 -2.840 0.38 -0.44 0.35 0.21
H -1.751 -2.027 5.540 -0.49 -0.29 -0.37 0.23
H -0.242 -1.526 6.328 0.53 0.41 0.00 0.23
H -0.733 2.069 1.218 -3.62 0.58 0.47 0.23
H -0.096 4.371 2.894 0.22 0.18 -0.43 0.17
H -0.872 4.176 1.349 0.17 0.30 -0.60 0.16
H 0.284 5.606 1.640 -1.05 -0.03 0.06 0.22
H 2.197 2.253 1.249 1.65 -0.33 -1.11 0.20
H 1.297 2.339 2.554 -0.37 0.10 1.98 0.19
H -1.554 -1.472 -3.770 0.64 -0.61 -0.13 0.24
H 0.014 -0.910 -3.874 2.19 2.97 -1.96 0.21
H -1.416 -0.620 -1.803 0.14 0.56 0.66 0.24
H -0.789 -2.245 -1.280 -0.17 1.25 -1.14 0.22
H 1.052 -1.504 0.668 -0.44 0.20 -0.91 0.26
H 1.304 -1.519 -1.631 2.52 -1.52 -1.08 0.43
H 0.844 0.100 -1.833 0.72 -0.60 0.17 0.45

---

# 4
23
Properties=species:S:1:pos:R:3:forces:R:3:nbo_charge:R:1 method="wB97M-V/def2-TZVPD" smiles=CCO[Si](C)(C)NC e_lumo_ev=0.94
C -1.505 -2.407 0.251 1.81 0.49 -1.59 -0.63
C -1.019 2.448 0.194 1.09 1.25 3.34 -0.40
C 0.114 0.074 -1.761 -1.41 -0.34 0.61 -1.15
C 2.412 0.259 0.708 -2.29 -0.46 -0.73 -1.10
C -1.489 -1.033 0.826 -0.98 0.63 0.84 -0.05
N 0.349 2.074 0.096 -0.47 -0.72 -0.30 -1.10
O -0.194 -0.516 0.959 -0.76 -0.72 0.76 -0.90
Si 0.665 0.437 0.008 2.17 -0.87 -1.37 2.03
H -1.259 -2.200 -0.847 0.65 -1.11 1.38 0.21
H -0.858 -3.091 0.863 -0.37 0.54 -1.15 0.22
H -2.463 -2.808 0.126 -1.70 -0.58 0.51 0.21
H -1.645 2.209 -0.572 -1.38 0.07 -3.08 0.18
H -1.413 1.786 0.949 -0.63 0.15 0.99 0.18
H -1.105 3.483 0.561 -0.38 -0.38 -0.39 0.20
H 0.547 0.774 -2.490 0.06 -0.71 0.01 0.25
H -0.034 -1.003 -2.048 0.57 1.21 -0.17 0.23
H -0.944 0.476 -1.609 0.94 -0.51 -0.42 0.22
H 2.409 -0.102 1.702 -0.20 -0.34 1.05 0.24
H 3.076 -0.300 0.147 1.33 -1.40 -1.24 0.23
H 2.760 1.226 0.686 1.14 2.41 0.23 0.21
H -1.864 -1.027 1.834 -0.48 -0.16 0.62 0.17
H -2.179 -0.371 0.272 0.41 -0.09 -0.10 0.16
H 1.096 2.690 0.148 0.85 1.64 0.19 0.40

---

# 5
8
Properties=species:S:1:pos:R:3:forces:R:3:mulliken_spin:R:1 method="wB97M-V/def2-TZVPD" spin_multiplicity=2 e_lumo_ev="-1.45 / -1.94"
O -0.287 1.840 -2.148 0.19 0.44 -0.20 0.00
C 0.029 0.991 -1.213 0.08 -1.58 0.78 0.00
C 0.312 0.114 -0.421 0.17 0.78 -0.17 0.01
H -1.118 1.611 -2.586 0.06 -0.15 0.16 0.00
C 0.443 -0.676 0.800 -1.46 1.86 -0.81 0.03
C 0.816 -0.103 1.974 0.64 -0.05 -0.81 0.43
O -0.320 -1.811 0.861 -0.15 0.10 -3.47 0.16
Cd 0.125 -1.967 2.732 0.47 -1.41 4.52 0.38

---

# 6
17
Properties=species:S:1:pos:R:3:forces:R:3:nbo_charge:R:1 method="wB97M-V/def2-TZVPD" smiles=CCON(Br)CC e_lumo_ev=0.37
C 0.683 -2.388 -0.306 2.25 -1.91 -1.85 -0.64
C -0.537 2.757 -0.547 1.42 1.40 1.06 -0.63
C -0.728 -2.027 -0.535 0.76 2.82 4.63 -0.21
C -0.262 1.600 0.273 3.81 -1.43 2.41 -0.08
N -0.859 -0.618 0.254 -1.62 -1.90 -0.05 -0.09
O -0.299 0.360 -0.442 1.08 0.66 -1.79 -0.39
Br -2.813 -0.086 0.144 -0.38 -0.71 0.17 -0.06
H 1.074 -2.266 0.682 -0.63 -0.55 1.15 0.23
H 0.904 -3.437 -0.727 -0.41 1.32 0.97 0.22
H 1.437 -1.786 -0.793 -0.23 0.56 -0.98 0.22
H 0.200 3.125 -1.216 0.91 -0.16 -0.64 0.21
H -1.371 2.502 -1.035 -3.39 -0.35 -2.29 0.22
H -0.758 3.562 0.128 -0.24 0.57 0.30 0.22
H -1.083 -1.968 -1.489 -0.80 0.21 -2.56 0.20
H -1.315 -2.638 0.128 -0.67 -0.30 -0.17 0.21
H -0.903 1.573 1.133 -0.68 -0.35 0.20 0.21
H 0.786 1.629 0.738 -1.17 0.09 -0.56 0.17

---

Listing E_tot for the structures above in their given order: -45047.111; -36075.315; -39233.370; -16844.339; -12814.479; -77886.578 eV.
Listing relative energy (zero: lowest compared OMol25 entry of this formula, charge and spin) for the structures above in their given order: 12.01; 24.32; 0.00; 16.79; 0.00; 85.78 kcal/mol.